No. 1
C13H32ClINOP2Ti | the ωB97M-V functional and the def2-TZVPD basis

XYZ file:
```
52
Properties=species:S:1:pos:R:3:forces:R:3
C -0.423 4.741 -1.571 0.01 0.52 -0.16
I 0.513 3.192 -0.248 0.30 1.91 -0.24
H -1.268 4.319 -2.121 0.24 -0.22 0.31
H 0.372 5.089 -2.240 -0.04 -0.34 0.29
H -0.728 5.538 -0.884 0.12 -0.42 -0.02
Ti -0.840 1.018 -0.697 -2.17 -2.66 -0.82
P 0.622 0.677 -2.748 1.02 0.16 -1.00
C 2.378 1.020 -2.430 -0.06 0.14 0.44
C 0.620 -1.053 -3.298 -0.36 -0.22 0.29
H 1.172 -1.128 -4.247 -0.15 0.03 0.28
H 0.880 1.279 -5.066 -0.21 0.16 0.31
H -0.413 -1.388 -3.443 0.22 -0.05 -0.10
H -0.813 1.490 -4.504 0.16 0.05 -0.10
H 2.723 0.406 -1.585 0.04 0.14 -0.26
H 1.097 -1.686 -2.539 -0.09 0.11 -0.24
C 0.240 1.636 -4.243 -0.22 0.05 0.11
H 2.961 0.777 -3.322 -0.01 0.03 0.10
H 0.424 2.701 -4.066 -0.01 -0.18 -0.12
H 2.513 2.080 -2.169 0.11 -0.37 -0.22
P -2.215 1.565 1.378 -0.39 0.59 1.12
C -1.179 2.099 2.771 0.30 0.06 -0.14
C -3.478 2.859 1.233 0.03 0.02 -0.25
H -3.644 -0.373 1.236 -0.04 0.02 0.25
H -3.815 0.471 2.812 0.25 -0.11 -0.23
H -2.392 -0.579 2.493 -0.19 0.13 -0.05
C -3.102 0.128 2.046 0.03 -0.33 -0.37
H -4.114 2.641 0.369 -0.03 0.11 0.18
H -4.085 2.869 2.153 0.24 0.04 -0.34
H -1.822 2.282 3.639 0.18 -0.01 -0.08
H -0.637 3.018 2.506 -0.23 -0.21 0.28
H -2.999 3.836 1.093 -0.17 -0.15 0.05
H -0.448 1.316 3.016 -0.18 0.18 0.07
Cl -2.705 0.825 -1.927 1.45 0.16 0.94
O -0.124 -0.460 0.172 -0.63 1.58 -0.99
C 0.346 -1.420 0.891 1.75 -0.76 2.10
C -0.196 -2.800 0.826 -0.75 0.10 -0.49
C 0.821 -3.835 0.326 0.34 -0.49 -0.14
C 1.804 -4.298 1.397 0.08 -0.24 -0.11
C 2.722 -3.197 1.908 0.10 -0.25 -0.01
C 1.979 -2.090 2.644 0.51 -0.35 0.42
N 1.333 -1.134 1.731 -1.51 0.37 -0.90
H -0.557 -3.072 1.833 0.13 0.06 -0.21
H -1.067 -2.777 0.158 0.16 0.01 0.20
H 0.270 -4.712 -0.040 0.01 0.33 0.09
H 1.378 -3.438 -0.534 -0.15 -0.02 0.07
H 1.241 -4.729 2.239 0.17 0.00 -0.18
H 2.423 -5.101 0.971 -0.22 0.16 0.18
H 3.442 -3.638 2.608 -0.13 0.17 -0.11
H 3.301 -2.772 1.079 0.01 0.01 0.16
H 1.229 -2.527 3.323 0.09 0.27 -0.17
H 2.690 -1.519 3.246 -0.27 0.06 -0.10
H 1.568 -0.146 1.825 0.17 -0.37 -0.11
```
Forces are in eV/Å.

Computed properties:
gap between HOMO and LUMO (alpha / beta) = 6.97 / 6.97 eV
energy above the lowest of the compared OMol25 structures with the same formula, charge and spin = 3.5 kcal/mol
largest force on an atom = 3.533 eV/A
E_LUMO (alpha / beta) = -11.7 / -11.7 eV
net charge = +3
E = -79830.227 eV

---

No. 2
C13H32N13O8 | the ωB97M-V functional and the def2-TZVPD basis

XYZ file:
```
66
Properties=species:S:1:pos:R:3:forces:R:3
N 0.699 -0.378 -0.073 0.48 -0.38 0.90
O 0.831 0.855 -0.284 0.13 0.07 -0.26
O 1.544 -1.051 0.491 -0.76 0.86 -0.60
O -0.419 -0.911 -0.420 -0.26 -0.36 -0.28
C 1.152 -4.677 -0.117 1.54 2.50 -0.87
O 1.768 -3.835 0.517 -0.61 -1.26 0.21
N 1.457 -6.011 -0.097 -0.12 -0.57 0.49
N 0.284 -4.318 -1.123 0.21 -1.48 0.41
H 2.213 -6.295 0.497 -0.07 0.03 0.03
H 1.012 -6.680 -0.690 -0.01 -0.11 -0.03
H -0.155 -5.119 -1.532 -0.83 0.63 -0.51
H -0.009 -3.367 -1.252 -0.09 0.03 0.21
C -3.410 -3.290 -2.248 -0.03 -0.60 1.10
O -3.040 -4.258 -1.594 -0.29 0.07 -0.75
N -2.945 -2.043 -1.982 0.70 0.87 -0.09
N -4.342 -3.342 -3.261 0.43 0.54 0.02
H -2.048 -1.905 -1.536 -0.03 -0.28 0.30
H -3.389 -1.177 -2.229 -0.27 -0.24 -0.32
H -4.401 -2.507 -3.813 -0.47 -0.15 -0.20
H -5.037 -4.058 -3.312 0.09 -0.15 0.03
C -0.657 -3.486 2.940 1.41 -0.91 -0.81
O 0.542 -3.485 3.160 -0.79 0.27 0.07
N -1.450 -4.469 3.474 -0.37 0.43 0.61
N -1.284 -2.712 1.986 0.26 0.23 0.44
H -0.962 -5.229 3.912 -0.29 0.06 0.22
H -2.426 -4.475 3.257 -0.05 -0.53 -0.08
H -0.753 -2.508 1.151 0.09 0.63 0.12
H -2.216 -2.380 2.131 -0.20 -0.11 -0.37
C 3.701 2.401 1.906 0.22 -1.28 0.13
O 3.952 1.213 2.030 -0.21 0.65 0.12
N 2.672 2.929 1.209 -1.36 1.07 -1.07
N 4.499 3.354 2.519 0.71 -0.30 0.12
H 1.952 2.381 0.744 0.69 -0.94 0.44
H 2.861 3.719 0.606 0.29 0.15 0.47
H 5.078 2.865 3.188 0.11 0.45 0.03
H 4.100 4.227 2.812 -0.19 -0.04 0.06
C 4.574 -0.566 -1.509 -0.82 0.94 0.80
O 4.181 -1.338 -0.666 0.83 -0.15 -0.29
N 5.830 -0.575 -2.073 0.29 -0.80 -0.25
N 3.822 0.535 -1.900 0.41 -0.38 0.00
H 6.100 0.094 -2.763 0.09 0.29 0.16
H 6.540 -1.103 -1.599 -0.09 -0.15 -0.16
H 3.883 0.842 -2.851 -0.23 0.39 0.07
H 3.073 0.806 -1.281 -0.40 -0.21 -0.33
C -1.102 6.164 -0.681 -0.44 -0.39 1.41
C -1.466 4.778 -1.219 1.15 -0.51 0.06
C -0.491 3.656 -0.716 -0.43 0.47 -0.79
C 0.907 3.857 -1.124 -0.51 0.26 0.64
N 2.005 4.044 -1.402 0.02 0.14 -0.36
H -1.825 6.932 -0.954 0.25 0.07 -0.50
H -0.065 6.467 -0.816 -0.08 0.01 -0.70
H -1.182 6.147 0.414 -0.08 -0.19 0.04
H -1.467 4.795 -2.308 -0.16 -0.10 -0.07
H -2.419 4.411 -0.842 -0.29 0.42 -0.19
H -0.758 2.677 -1.114 -0.16 0.01 0.05
H -0.653 3.592 0.359 0.66 -0.12 0.14
N -2.268 0.604 0.967 -0.97 0.34 0.85
C -2.778 0.880 2.208 0.06 0.48 -0.17
C -3.694 1.914 2.095 0.32 -0.71 0.27
C -3.755 2.249 0.719 -0.58 0.25 0.22
C -2.896 1.421 0.067 0.62 -0.89 -0.63
H -1.593 -0.133 0.765 0.12 0.22 -0.50
H -2.414 0.375 3.087 0.02 -0.05 -0.04
H -4.290 2.280 2.916 0.07 0.24 -0.08
H -4.411 2.962 0.243 0.01 0.02 0.05
H -2.764 1.254 -0.990 0.25 0.21 0.00
```
Forces are in eV/Å.

Computed properties:
gap between HOMO and LUMO = 8.18 eV
largest force on an atom = 3.064 eV/A
E_LUMO = 2.5 eV
net charge = -1
E = -49753.430 eV

---

Result set for molecular weight: 490.58 498.48 g mol⁻¹, one per record in the order listed.